Molecular formula: C2H5N4
Method: DFT, ωB97M-V with the def2-TZVPD basis set

Results
- Net charge: +1
- E_tot: -8104.5698 eV
- SMILES string: [H]/N=N/C=C\N=[NH2+]
- Energy relative to the best compared isomer or geometry (same formula, charge and spin): 3.157 eV
- Maximum force: 0.03310 hartree/bohr

Structure (XYZ):
```
11
Properties=species:S:1:pos:R:3:forces:R:3:mulliken_charge:R:1
H 1.92982 1.89119 -0.63518 0.2 -0.3 -0.7 0.31
N 1.66746 1.22470 0.09556 0.0 0.5 1.6 -0.36
N 1.84116 0.05873 -0.08239 0.8 0.8 -1.1 0.36
C 1.23300 -1.03111 0.08640 -1.1 -0.5 0.1 -0.38
C -0.21260 -0.90658 0.02903 -0.3 -0.8 0.0 0.24
N -0.69820 0.27604 0.00219 0.4 0.9 -0.3 0.01
N -1.92406 0.65070 0.08543 -0.2 -0.5 0.1 -0.47
H 1.73058 -1.97767 0.16763 0.3 -0.1 0.2 0.37
H -0.77017 -1.83540 -0.01178 -0.2 0.0 0.1 0.43
H -2.69226 0.01082 0.26953 0.2 0.1 0.0 0.24
H -2.10473 1.63857 -0.00642 0.0 -0.1 0.0 0.25
```
Positions in Å, forces in eV/Å.

=====

Molecular formula: C27H58ClF3N2O18PS4
Method: DFT, ωB97M-V with the def2-TZVPD basis set

Results
- Net charge: -1
- E_tot: -142079.4654 eV
- Maximum force: 0.03364 hartree/bohr

Structure (XYZ):
```
114
Properties=species:S:1:pos:R:3:forces:R:3:mulliken_charge:R:1
C 1.21880 1.41046 1.34626 0.1 -0.1 0.3 -1.50
C 0.33331 2.50571 0.74509 -0.4 0.3 0.4 -0.69
N 0.03538 2.55442 -0.67962 0.5 -0.7 0.2 0.43
P 0.99967 2.48568 -2.14312 0.0 1.7 -0.2 1.97
Cl 1.59867 0.28011 -1.70854 0.1 -0.5 0.0 -0.38
C 2.04325 2.38267 -3.81529 -0.2 0.0 -0.7 -1.64
C 2.99720 1.26774 -4.00502 1.0 -0.1 0.3 -0.34
O 4.19615 1.33301 -3.76854 -0.7 0.0 -0.2 -0.56
C -0.49440 1.67962 -3.14613 -0.2 -0.6 -0.4 -0.88
C -1.40858 0.69713 -2.52529 -0.2 -0.6 -0.3 0.05
O -1.41314 -0.48870 -2.71051 0.0 0.5 0.1 -0.48
O -2.45584 1.28390 -1.76807 0.4 0.3 0.2 -0.33
C -2.52855 1.05009 -0.42163 -0.6 0.3 0.5 1.07
C -1.99138 -0.23766 0.10492 0.0 -0.7 -0.1 -0.46
O -3.08311 1.87759 0.26427 0.1 -0.5 -0.5 -0.63
C 2.67690 3.00232 -1.28093 0.4 -0.4 0.2 -1.23
C 2.92542 4.26718 -0.52419 0.3 0.2 -0.2 0.11
O 2.97256 5.37166 -1.04045 -0.4 -0.3 0.3 -0.67
N 3.25582 4.08316 0.85165 -0.3 0.5 -0.4 0.57
C 3.14575 5.30048 1.63733 0.2 0.1 0.4 -1.04
C 4.56474 3.45003 1.00501 -0.2 -0.3 0.4 -1.30
C 0.47085 4.23932 -2.74009 -0.1 -0.5 -0.5 -1.69
C -0.89994 4.75426 -2.34236 -0.2 0.5 -0.3 -0.33
O -1.34868 5.63130 -3.39035 0.0 -0.2 0.0 -0.61
C -1.01087 5.50250 -0.98942 -0.1 -0.1 0.2 0.63
F 0.12446 5.55136 -0.29210 0.1 0.0 0.0 -0.22
F -1.42475 6.78253 -1.13652 0.1 -0.2 0.0 -0.34
F -1.93985 4.90683 -0.19533 0.2 0.1 -0.1 -0.29
H 0.62672 0.55713 1.68526 0.0 -0.1 -0.1 0.46
H 1.99749 1.02004 0.70637 0.0 0.1 -0.2 0.19
H 1.69995 1.82780 2.23447 0.0 0.0 0.0 0.36
H -0.63371 2.39783 1.24884 -0.1 0.0 -0.2 0.68
H 0.67530 3.46943 1.12673 0.4 0.1 -0.2 0.29
H -0.94732 2.68124 -0.82856 0.0 0.1 -0.2 -0.47
H 2.59214 3.31608 -3.95604 0.0 0.1 0.4 0.65
H 1.34870 2.33674 -4.66051 -0.1 0.0 0.1 0.75
H 2.59348 0.33606 -4.43550 -0.1 -0.1 0.1 0.31
H -1.10367 2.45093 -3.62179 0.0 0.2 0.2 0.51
H -0.05764 1.09236 -3.95200 0.2 0.1 0.1 0.51
H -2.59377 -0.54546 0.95651 0.1 0.2 0.2 0.33
H -0.93633 -0.16111 0.37352 -0.1 0.2 0.0 -0.02
H -2.04580 -1.02375 -0.64262 -0.1 0.1 0.0 -0.10
H 3.43542 3.00120 -2.06665 -0.2 0.0 -0.1 0.59
H 2.96528 2.17118 -0.64646 -0.2 0.0 0.1 0.40
H 2.86757 5.03729 2.66234 0.0 -0.1 0.0 0.32
H 4.08659 5.86106 1.69483 0.0 0.1 -0.2 0.33
H 2.38031 5.95433 1.23651 -0.1 0.0 -0.1 0.30
H 5.33759 3.97451 0.43509 0.1 -0.1 0.0 0.43
H 4.51916 2.39903 0.72644 0.1 0.0 -0.1 0.30
H 4.84484 3.49315 2.05779 0.0 0.0 0.0 0.44
H 1.25928 4.97860 -2.62200 0.0 0.1 0.4 0.74
H 0.35906 4.12151 -3.82136 0.1 0.0 0.0 0.67
H -1.63338 3.94866 -2.27919 0.1 -0.2 0.2 0.35
H -2.30757 5.70550 -3.33121 0.1 0.1 0.1 0.43
O -5.02163 -2.37653 0.34869 0.2 -0.1 0.0 -0.55
S -5.95754 -1.87818 1.30927 -0.1 0.1 -0.1 1.21
O -5.59210 -1.80693 2.68980 0.1 0.0 0.0 -0.64
O -7.31070 -2.70029 1.16005 -0.1 0.1 0.1 -0.30
C -7.20693 -4.14386 1.21493 0.0 -0.4 -0.1 -0.42
C -6.97602 -4.68439 2.60886 0.0 0.3 0.1 -0.87
C -6.56150 -0.31140 0.79065 0.0 0.0 0.0 -0.91
H -6.42216 -4.46287 0.52733 0.0 0.1 0.0 0.31
H -8.15771 -4.49327 0.81698 0.0 0.1 0.0 0.28
H -6.00687 -4.38495 3.00035 0.0 0.0 0.0 0.30
H -7.00520 -5.77144 2.59002 0.0 0.0 0.0 0.37
H -7.74296 -4.31781 3.29269 0.0 0.0 0.0 0.27
H -6.85997 -0.37615 -0.25139 0.0 0.0 0.0 0.30
H -5.73766 0.39156 0.91016 0.0 0.0 0.0 0.31
H -7.39586 -0.03074 1.42718 0.0 0.0 0.0 0.36
O 7.85824 4.85024 1.08181 -0.1 -0.1 0.1 -0.51
S 9.01942 5.48526 1.61854 0.1 0.1 -0.2 1.16
O 9.01052 5.96054 2.96787 0.0 0.0 0.1 -0.62
O 9.44087 6.66240 0.64032 0.1 0.1 0.1 -0.31
C 8.40992 7.61423 0.27381 -0.3 0.2 -0.2 -0.30
C 8.06961 8.58138 1.38746 0.1 -0.1 0.1 -1.00
C 10.43396 4.46932 1.37556 0.0 0.0 0.0 -0.99
H 7.53063 7.06741 -0.06861 0.0 -0.1 0.1 0.32
H 8.82893 8.13979 -0.58111 0.1 0.0 0.0 0.26
H 7.60320 8.07441 2.22991 0.0 0.0 0.0 0.30
H 7.37368 9.33144 1.01178 0.0 0.0 0.0 0.39
H 8.96761 9.08107 1.75123 0.0 0.0 0.0 0.28
H 10.45014 4.13007 0.34416 0.0 0.0 0.0 0.31
H 10.32839 3.62686 2.05512 0.0 0.0 0.0 0.37
H 11.32280 5.04420 1.61930 0.0 0.0 0.0 0.35
O -2.57794 -7.26071 -3.15653 -0.1 -0.1 0.0 -0.68
S -1.48965 -6.61284 -2.48391 0.2 0.1 -0.2 1.24
O -1.59347 -6.34722 -1.08401 -0.1 -0.1 0.1 -0.57
O -1.10179 -5.30364 -3.27443 0.1 0.0 0.1 -0.24
C -2.13727 -4.31550 -3.53184 -0.3 0.3 -0.2 -0.65
C -2.47816 -3.47258 -2.32606 0.1 -0.3 0.2 -0.73
C 0.00420 -7.49200 -2.78863 0.0 0.0 0.0 -0.97
H -3.01000 -4.82734 -3.94095 0.0 -0.1 0.1 0.34
H -1.71523 -3.69336 -4.31761 0.1 -0.1 0.0 0.29
H -2.94626 -4.05996 -1.53626 0.0 0.0 0.0 0.39
H -3.16619 -2.68228 -2.62170 0.0 0.0 0.0 0.39
H -1.57975 -3.01012 -1.92275 0.0 0.1 0.0 0.23
H 0.09136 -7.68252 -3.85403 0.0 0.0 0.0 0.31
H -0.06497 -8.42522 -2.23444 0.0 0.0 0.0 0.37
H 0.83549 -6.89542 -2.42386 0.0 0.0 0.0 0.31
O -5.25010 -7.10372 3.82319 0.0 0.0 0.0 -0.56
S -3.97824 -7.56544 4.29241 0.0 -0.1 0.0 1.20
O -2.78164 -6.96952 3.79412 0.0 0.1 0.0 -0.61
O -3.91272 -9.14096 4.09565 0.1 0.0 0.1 -0.30
C -4.18348 -9.65009 2.76678 -0.1 -0.1 -0.3 -0.35
C -3.04471 -9.41859 1.79543 0.1 0.1 0.1 -0.92
C -3.94696 -7.54932 6.04979 0.0 0.0 0.0 -0.99
H -5.11588 -9.21345 2.40607 0.0 0.1 0.1 0.31
H -4.35167 -10.71374 2.92137 0.0 0.0 0.1 0.26
H -2.89549 -8.36002 1.59198 0.0 0.0 0.0 0.29
H -3.26630 -9.91889 0.85254 0.0 0.0 0.0 0.38
H -2.11271 -9.81642 2.19626 0.0 0.0 0.0 0.26
H -4.84846 -8.02417 6.42529 0.0 0.0 0.0 0.32
H -3.91044 -6.50338 6.34583 0.0 0.0 0.0 0.37
H -3.05425 -8.06899 6.38569 0.0 0.0 0.0 0.33
```
Positions in Å, forces in eV/Å.

=====

Molecular formula: C5H8O2
Method: DFT, ωB97M-V with the def2-TZVPD basis set

Results
- E_tot: -9407.1096 eV
- Energy relative to the best compared isomer or geometry (same formula, charge and spin): 2.723 eV
- Maximum force: 0.00966 hartree/bohr

Structure (XYZ):
```
15
Properties=species:S:1:pos:R:3:forces:R:3:mulliken_charge:R:1
C -1.03950 -1.49020 -0.73498 0.0 0.0 -0.1 -1.09
C -0.40929 1.59557 0.13043 0.2 0.2 0.4 -0.53
O -0.44338 2.76917 0.72652 -0.1 -0.1 -0.3 -0.31
C 0.43456 0.68285 0.97792 -0.1 0.0 -0.1 -0.22
C 1.15000 -0.37885 0.13182 0.1 0.0 0.0 -0.68
C 0.32827 -0.91309 -1.03744 0.1 -0.1 -0.2 0.81
O 0.79172 -0.92618 -2.15734 -0.2 0.0 0.4 -0.57
H -1.65069 -0.77612 -0.17519 0.1 -0.1 -0.1 0.29
H -1.53546 -1.73405 -1.67595 0.1 0.0 0.1 0.32
H -0.93937 -2.40160 -0.13163 0.0 0.1 -0.1 0.31
H -1.01959 3.34415 0.19998 0.1 0.0 0.1 0.43
H 1.13652 1.22182 1.63065 -0.1 -0.1 -0.1 0.38
H -0.30579 0.20509 1.64174 0.1 0.0 -0.1 0.26
H 2.06974 0.02647 -0.29821 -0.1 0.0 0.1 0.29
H 1.43225 -1.22503 0.77166 0.0 0.1 -0.1 0.32
```
Positions in Å, forces in eV/Å.